Entry 1:
{"formula": "C39H80F30N5O13P3S4", "method": "the ωB97M-V functional and the def2-TZVPD basis", "species": ["C", "C", "O", "N", "H", "H", "C", "H", "H", "H", "H", "H", "H", "C", "C", "C", "N", "C", "C", "C", "C", "C", "H", "H", "H", "H", "H", "H", "H", "H", "H", "H", "H", "H", "H", "H", "H", "H", "H", "H", "C", "C", "C", "N", "C", "C", "C", "C", "C", "H", "H", "H", "H", "H", "H", "H", "H", "H", "H", "H", "H", "H", "H", "H", "H", "H", "H", "C", "C", "C", "N", "C", "C", "C", "C", "C", "H", "H", "H", "H", "H", "H", "H", "H", "H", "H", "H", "H", "H", "H", "H", "H", "H", "H", "C", "C", "C", "N", "C", "C", "C", "C", "C", "H", "H", "H", "H", "H", "H", "H", "H", "H", "H", "H", "H", "H", "H", "H", "H", "H", "H", "C", "F", "F", "F", "S", "O", "O", "O", "C", "F", "F", "F", "S", "O", "O", "O", "C", "F", "F", "F", "S", "O", "O", "O", "C", "F", "F", "F", "S", "O", "O", "O", "P", "F", "F", "F", "F", "F", "F", "P", "F", "F", "F", "F", "F", "F", "P", "F", "F", "F", "F", "F", "F"], "coordinates": [[1.7762, -1.0063, 10.6844], [0.7214, -2.0712, 10.4538], [0.7511, -2.9415, 9.6259], [-0.3774, -2.1595, 11.5558], [0.1820, -2.2695, 12.3895], [-0.9708, -1.3450, 11.6231], [-1.3257, -3.4039, 11.3886], [1.4712, 0.0048, 10.4146], [2.6526, -1.2117, 10.0698], [2.1573, -0.9959, 11.7056], [-1.9395, -3.2397, 10.5029], [-2.0081, -3.3535, 12.2370], [-0.6713, -4.2744, 11.3433], [10.9827, -15.6845, 23.7402], [10.4804, -15.3914, 22.3171], [11.0914, -16.3883, 21.2768], [10.5220, -16.1148, 19.8373], [11.0299, -14.7787, 19.2813], [9.0133, -16.0392, 19.6852], [8.7726, -16.4373, 18.2478], [9.8752, -17.4662, 17.8714], [10.8937, -17.3252, 18.9269], [10.4599, -15.0866, 24.4866], [12.0056, -15.3209, 23.8384], [10.9347, -16.7632, 23.8890], [10.6698, -14.3734, 21.9768], [9.4051, -15.5686, 22.2924], [10.7308, -17.3898, 21.5112], [12.1724, -16.4604, 21.1572], [12.0823, -14.7854, 19.5650], [10.5462, -13.9911, 19.8590], [10.8810, -14.5621, 18.2234], [8.6441, -15.0608, 19.9924], [8.7004, -16.7554, 20.4450], [8.7643, -15.5428, 17.6249], [7.7892, -16.8788, 18.0867], [10.3104, -17.3505, 16.8788], [9.3823, -18.4354, 17.9477], [11.9012, -17.1480, 18.5503], [10.7947, -18.2198, 19.5417], [2.7018, -7.8944, 15.0629], [2.8135, -9.1165, 15.9972], [2.0832, -10.3247, 15.2899], [1.8042, -11.4701, 16.2461], [3.0651, -12.0318, 17.1031], [0.6086, -11.0608, 17.2085], [-0.0289, -12.3477, 17.5342], [0.1467, -13.2685, 16.2906], [1.2345, -12.6910, 15.4553], [3.0966, -8.0142, 14.0540], [3.3080, -7.1422, 15.5678], [1.6581, -7.6059, 14.9383], [2.4010, -8.8775, 16.9774], [3.8468, -9.4435, 16.1134], [2.6391, -10.7964, 14.4796], [1.1157, -9.9929, 14.9130], [3.6314, -12.7126, 16.4677], [2.7073, -12.5753, 17.9776], [3.5936, -11.1434, 17.4491], [1.0473, -10.5148, 18.0437], [-0.0292, -10.3878, 16.6356], [0.4610, -12.7963, 18.3984], [-1.1054, -12.2550, 17.6782], [0.1539, -14.3084, 16.6174], [-0.7407, -13.2339, 15.6586], [2.0231, -13.3642, 15.1193], [0.8836, -12.2724, 14.5120], [-4.0086, -11.3973, 6.1800], [-2.5220, -11.0754, 6.0389], [-2.1806, -9.7548, 6.7230], [-0.6614, -9.4094, 6.7394], [-0.1688, -9.3238, 5.2637], [0.2396, -10.4990, 7.5391], [1.4355, -9.6498, 7.8896], [0.8180, -8.3882, 8.4716], [-0.3889, -8.0863, 7.6030], [-4.6281, -10.7854, 5.5244], [-4.3305, -11.3328, 7.2194], [-4.3734, -12.3624, 5.8285], [-2.3737, -10.9977, 4.9618], [-2.0040, -11.9439, 6.4457], [-2.4802, -9.8617, 7.7656], [-2.6609, -8.8844, 6.2760], [-0.1366, -10.2750, 4.7325], [0.8532, -8.9544, 5.3476], [-0.8045, -8.6069, 4.7438], [0.4991, -11.3973, 6.9789], [-0.2680, -10.8734, 8.4280], [2.1031, -9.4963, 7.0417], [2.0017, -10.1384, 8.6825], [1.4767, -7.5285, 8.3488], [0.4050, -8.4748, 9.4766], [-0.3065, -7.1924, 6.9848], [-1.1913, -8.0148, 8.3373], [2.3381, -19.4178, 20.1287], [1.1958, -19.6302, 21.1354], [0.7329, -21.1555, 21.2181], [-0.2026, -21.5858, 22.4082], [-1.4458, -20.6954, 22.2265], [0.4421, -21.4598, 23.8006], [1.1994, -22.8260, 23.9154], [0.3225, -23.8497, 23.1587], [-0.5011, -23.0424, 22.1527], [2.7896, -18.4379, 19.9741], [1.9836, -19.6451, 19.1233], [3.1304, -20.1141, 20.4039], [0.2761, -19.0971, 20.8942], [1.4100, -19.1645, 22.0973], [1.5818, -21.8349, 21.2951], [0.1728, -21.4763, 20.3398], [-2.0929, -21.0756, 23.0169], [-1.7808, -20.9095, 21.2116], [-1.1578, -19.6793, 22.4962], [-0.2957, -21.3876, 24.5998], [1.2112, -20.6891, 23.8519], [1.2429, -23.2018, 24.9376], [2.2032, -22.6643, 23.5225], [-0.2955, -24.3862, 23.8787], [0.9155, -24.6104, 22.6510], [-1.4985, -23.3639, 22.4527], [-0.2765, -23.4223, 21.1560], [8.4866, -8.0460, 19.9928], [8.6666, -6.8009, 20.4777], [8.2991, -7.9036, 18.7205], [9.5989, -8.7269, 20.0997], [7.1264, -9.0466, 20.9354], [5.8229, -8.3608, 20.6989], [7.2073, -10.4313, 20.4863], [7.4890, -8.9550, 22.3431], [8.0695, -4.7952, 8.3631], [7.3887, -4.5234, 7.3130], [8.0961, -6.1302, 8.4674], [9.3447, -4.3027, 8.1995], [7.2449, -3.9498, 9.8456], [5.9880, -4.6584, 9.8270], [8.1227, -4.3774, 10.9290], [7.2336, -2.5307, 9.4968], [4.0870, -1.3743, 16.4484], [4.3690, -0.2706, 17.1645], [4.6926, -1.3995, 15.2470], [4.4143, -2.4722, 17.1752], [2.1443, -1.2619, 16.2808], [1.6397, -1.4616, 17.6613], [1.7998, 0.0222, 15.7172], [1.6591, -2.3191, 15.3894], [-0.1621, -20.0067, 13.8173], [-1.4227, -19.5091, 13.6402], [0.6756, -18.9836, 13.8994], [-0.1705, -20.7500, 14.9064], [0.2693, -21.2000, 12.3098], [1.5134, -20.7018, 11.6969], [0.4502, -22.5618, 12.8440], [-0.8817, -21.0540, 11.3424], [8.3140, -12.4922, 13.1386], [9.7786, -11.9637, 12.6967], [8.5325, -12.1118, 14.7230], [7.6648, -11.0704, 12.8358], [6.7295, -12.9984, 13.4728], [8.0679, -12.8148, 11.5668], [8.8479, -14.0157, 13.3127], [-3.1973, -9.5783, 22.2624], [-2.9455, -9.2475, 20.7164], [-3.8011, -8.0173, 22.5082], [-4.7197, -9.9403, 21.9750], [-3.4225, -10.0328, 23.7799], [-2.8722, -11.0320, 21.8750], [-1.6709, -9.2083, 22.6160], [-5.5600, -15.3141, 20.0684], [-5.1759, -16.8486, 19.8915], [-5.0334, -14.9598, 18.5447], [-7.1127, -15.5724, 19.5519], [-5.8106, -13.6944, 20.2158], [-6.0479, -15.4700, 21.6559], [-4.0361, -15.1454, 20.7606]], "atomic_forces_ev_per_a": [[0.1, -0.1, -0.2], [1.3, -0.9, -1.2], [-0.7, 1.5, 1.4], [-0.6, -1.9, -1.3], [0.0, 0.2, 1.2], [0.2, 0.6, 0.2], [0.7, 1.6, 0.3], [-0.4, 0.0, 0.2], [-0.2, -0.4, -0.2], [-0.4, 0.0, 0.3], [0.5, -0.2, -0.2], [0.4, -0.4, 0.2], [-0.4, 0.1, 0.0], [0.5, 0.7, -0.8], [0.5, -0.7, -0.7], [-1.7, 0.7, -0.6], [0.3, 0.3, -1.0], [0.9, -0.4, 1.4], [0.5, -0.9, 1.2], [-0.5, 0.2, -0.8], [-1.5, 0.6, -0.7], [0.8, 0.5, 1.4], [-0.4, -0.4, -0.1], [0.3, -0.4, -0.1], [0.0, 0.1, 0.5], [0.0, 0.1, 0.4], [-0.1, 0.2, -0.1], [0.0, -0.1, 0.0], [0.0, 0.5, 0.2], [0.1, 0.3, -0.5], [0.0, -0.1, -0.1], [-0.2, -0.7, 0.1], [0.1, 0.0, -0.2], [-0.7, -0.3, -0.3], [0.3, 0.0, -0.1], [0.0, 0.1, 0.3], [-0.4, 0.1, 0.0], [0.4, -0.1, -0.3], [0.0, -0.2, 0.3], [0.7, 0.3, 0.4], [0.5, -0.2, 0.7], [-0.4, -1.3, -2.0], [0.8, 0.1, 1.6], [-0.2, -1.5, 0.9], [-1.5, 1.4, -0.9], [1.7, 0.4, -0.9], [-0.7, -1.3, -0.3], [-1.5, 0.0, 0.4], [1.2, 1.0, -0.4], [0.3, -0.4, 0.1], [-0.4, 0.5, -0.4], [0.0, 0.3, 0.3], [-0.1, -0.1, -0.1], [0.1, 0.4, 0.1], [0.3, 0.5, -0.1], [-0.1, -0.2, 0.0], [0.1, 0.5, -0.1], [-0.4, 0.1, -0.2], [0.2, -0.3, -0.2], [-0.1, -0.1, 0.0], [0.1, -0.1, 0.0], [-0.4, 0.0, 0.1], [0.2, 0.2, 0.7], [0.8, 0.0, -0.2], [-0.3, 0.1, 0.3], [0.3, 0.1, 0.6], [-0.4, 0.1, 0.2], [-1.0, 0.2, 0.0], [-0.7, -0.2, -0.8], [1.2, -0.5, 0.5], [-0.2, -1.3, 0.1], [0.4, 0.7, 1.6], [-0.2, 0.9, -0.8], [0.0, -0.5, 1.3], [0.3, 0.9, -1.2], [-0.7, -1.4, -0.4], [0.0, 0.8, 0.4], [-0.2, 0.2, 0.0], [1.0, -0.5, 0.1], [0.6, -0.2, 0.0], [0.5, 0.3, 0.0], [0.1, 0.4, 0.1], [-0.1, -0.2, 0.0], [-0.4, -0.1, 0.5], [-0.1, 0.1, -0.3], [0.1, 0.0, 0.1], [-0.3, 0.4, -0.7], [-0.5, 0.6, 0.0], [-0.1, 0.2, 0.1], [0.2, -0.2, -0.2], [0.3, -0.2, 0.7], [0.9, -0.3, 0.1], [-0.2, -0.4, -0.3], [-0.6, 0.2, -0.9], [-0.4, -0.8, -0.4], [-1.4, -0.3, 0.3], [1.0, 0.5, 0.9], [0.1, 1.6, -1.5], [0.9, -1.4, 1.4], [0.9, -2.0, -0.5], [-0.8, 0.2, 0.2], [1.3, 0.2, 0.0], [-0.2, -1.5, 1.4], [-0.4, 0.2, 0.9], [0.0, -0.4, 0.0], [0.2, 0.0, -0.3], [0.2, 0.2, -0.7], [0.5, -0.6, 0.3], [0.2, 0.1, 0.0], [0.0, 0.4, 0.0], [-0.6, 0.2, -0.4], [-0.3, 0.6, 0.3], [-0.2, 0.0, -0.6], [-0.3, 0.3, -0.5], [-0.7, 0.4, -0.3], [0.4, 0.5, 0.1], [0.0, -0.5, -0.1], [-0.2, 0.2, -0.1], [0.1, 0.1, 0.1], [-0.5, 1.1, -0.7], [-0.2, 0.9, -0.1], [-1.3, -0.1, 1.4], [-0.1, -0.4, 0.5], [-1.1, 0.1, -2.1], [1.8, -0.7, 0.8], [-3.0, 0.7, 1.7], [2.4, -0.9, -0.8], [0.4, 0.5, -1.1], [1.0, 0.5, -0.4], [0.9, 1.0, 2.9], [-1.2, 0.7, -2.9], [0.6, 0.0, 0.2], [-0.6, -0.8, -0.1], [1.8, -1.1, 0.2], [-1.1, 0.3, -0.1], [-0.4, 0.9, -0.5], [-0.2, -0.9, 0.2], [-2.7, -0.4, 0.4], [0.9, -0.5, -0.6], [0.1, 0.2, 1.1], [0.2, 1.1, -0.9], [-2.5, -1.3, 1.8], [1.6, 0.4, -1.7], [1.0, 1.1, -0.2], [1.0, -0.5, -0.5], [-1.1, -1.2, -2.7], [1.0, -0.1, 0.4], [0.1, 0.0, 0.5], [0.2, 0.3, 1.1], [-0.3, -0.8, -3.7], [-0.9, 0.3, 1.4], [-0.7, 1.6, 0.5], [1.7, -0.1, 2.7], [-1.5, 0.1, -1.2], [0.1, -0.1, 1.1], [0.2, -0.6, -1.1], [0.2, 1.1, 0.6], [1.3, -0.3, 0.2], [-0.3, -0.8, -0.4], [0.1, 0.4, 0.8], [-1.9, 1.6, 0.0], [0.2, 1.4, -1.0], [1.6, -0.8, 0.4], [-1.7, 0.0, -0.5], [0.1, 0.6, 1.1], [1.8, -3.2, 0.0], [-0.1, 0.5, 0.0], [0.6, 2.8, 1.7], [-0.6, -0.8, -0.2], [-0.1, -0.9, 0.7], [1.4, 0.1, 0.3], [-0.2, -1.1, 0.0], [-0.4, -0.7, -1.2], [-0.5, 0.3, -1.3]], "homo_lumo_gap_ev": 5.13, "max_force_ha_per_bohr": 0.074, "charge": -2, "homo_ev": -4.592, "energy_ha": -8398.982801}

Entry 2:
{"formula": "C16H17NO4S2", "method": "the ωB97M-V functional and the def2-TZVPD basis", "species": ["C", "N", "C", "C", "C", "C", "C", "C", "C", "C", "H", "H", "H", "H", "H", "H", "H", "H", "H", "H", "H", "H", "C", "C", "C", "C", "C", "C", "S", "O", "O", "C", "S", "O", "O", "H", "H", "H", "H", "H"], "coordinates": [[-2.3143, -1.0681, 1.9610], [-1.0113, -1.5371, 1.5799], [-0.5391, -2.4754, 2.6211], [-0.0907, -0.5739, 0.9033], [1.3677, -1.0016, 1.2692], [1.7978, -2.3415, 1.2557], [3.0251, -2.7348, 1.8141], [3.8813, -1.7485, 2.3234], [3.4758, -0.4190, 2.3617], [2.2148, -0.0479, 1.8496], [-2.7800, -1.8185, 2.5723], [-2.2134, -0.1663, 2.5495], [-2.9750, -0.9100, 1.1071], [-1.4215, -2.7575, 3.1809], [-0.1418, -3.4300, 2.2438], [0.1907, -2.0492, 3.3356], [-0.3038, 0.4389, 1.3009], [1.1492, -3.1431, 0.9091], [3.2875, -3.7952, 1.8775], [4.8628, -2.0278, 2.7212], [4.1057, 0.3484, 2.8181], [1.8682, 0.9661, 1.9659], [-2.1266, 3.4715, -3.9897], [-2.5860, 2.4609, -3.1261], [-1.6486, 1.6867, -2.4281], [-0.2876, 1.8911, -2.6081], [0.1715, 2.8484, -3.5137], [-0.7474, 3.6514, -4.1894], [0.7082, 0.9028, -1.4501], [1.5143, -0.0625, -2.2115], [1.2697, 1.8326, -0.5014], [-0.3765, -0.2490, -0.5580], [-2.0292, 0.5080, -1.1256], [-2.5643, 1.2957, -0.0244], [-2.6802, -0.6567, -1.6948], [-2.8469, 4.1416, -4.4877], [-3.6663, 2.3036, -2.9761], [1.2392, 2.9849, -3.6718], [-0.4173, 4.4458, -4.8542], [-0.3616, -1.1646, -1.1101]], "atomic_forces_ev_per_a": [[-0.3, 0.6, -0.7], [0.6, -1.1, -1.0], [0.4, 0.0, 0.1], [-0.2, 0.9, 2.4], [0.0, 0.5, -0.1], [0.4, -0.2, -0.1], [-0.3, 0.8, -0.2], [0.1, -0.3, 0.1], [-0.6, 0.2, -0.3], [0.4, -0.8, 0.2], [-0.4, -0.1, 0.1], [-0.4, 0.7, 0.2], [0.1, 0.2, 0.1], [0.1, 0.0, 0.2], [-0.1, 0.5, 0.0], [-0.3, -0.1, -0.3], [0.6, -0.3, 0.9], [0.2, 0.4, -0.3], [0.0, 0.4, -0.2], [-0.4, 0.1, -0.1], [-0.1, -0.3, -0.2], [0.0, 0.2, -0.1], [0.0, -0.4, 0.4], [-0.3, 0.1, 0.0], [0.6, 0.2, -0.1], [-0.8, -0.5, 0.6], [0.4, 0.0, 0.1], [-0.5, -0.3, 0.4], [2.7, -1.9, -0.4], [-0.5, 2.0, 0.5], [-0.1, -0.1, -0.5], [-1.3, 0.5, -2.0], [-0.7, -1.3, 1.7], [0.1, -0.6, -1.1], [-0.3, 1.2, 0.2], [0.4, -0.5, 0.3], [0.7, 0.1, 0.0], [-0.2, 0.0, 0.1], [0.1, -0.2, 0.1], [0.0, -0.3, -0.8]], "homo_lumo_gap_ev": 8.51, "de_lowest_kj_mol": 386.7, "max_force_ha_per_bohr": 0.065, "homo_ev": -8.439, "energy_ha": -1771.853228}